No. 1
# C28H37As3NO5RhS

A molecular structure, C28H37As3NO5RhS (wB97M-V/def2-TZVPD, OMol25).

Values from the calculation:
LUMO level (spin up / spin down) = -0.0647 / -0.0702 Ha
HOMO-LUMO gap (spin up / spin down) = 5.93 / 5.81 eV
relative energy (zero: lowest compared OMol25 entry of this formula, charge and spin) = 55.0 kcal/mol
total charge = 0
HOMO energy (spin up / spin down) = -7.69 / -7.72 eV

Structure (XYZ):
```
76
Properties=species:S:1:pos:R:3:forces:R:3:mulliken_charge:R:1
Rh 0.628 -0.260 -0.147 -2.783 0.229 -0.798 -0.380
O -1.163 -1.406 3.597 -0.063 -0.150 -0.178 -0.718
C -0.863 -1.006 2.485 -0.114 1.127 0.812 0.231
O -0.373 -1.656 1.516 1.082 -0.722 -1.564 -0.514
C -1.077 0.484 2.179 0.370 -0.567 -1.158 0.391
C -1.352 1.429 3.139 -0.422 0.751 0.017 -0.661
C -1.460 2.771 2.764 0.219 -0.679 -0.390 -0.387
C -1.271 3.107 1.425 -0.333 0.006 0.371 -0.782
C -0.991 2.110 0.518 0.182 -0.844 -0.403 0.419
N -0.893 0.803 0.872 0.613 1.053 1.688 0.601
C -0.708 2.394 -0.952 -0.451 1.062 1.029 0.049
O -1.055 3.460 -1.433 0.103 -0.418 -0.046 -0.698
O -0.101 1.448 -1.553 1.540 -1.942 -0.152 -0.491
H -1.481 1.117 4.164 0.014 -0.164 0.032 0.596
H -1.673 3.534 3.497 0.019 0.069 0.084 0.466
H -1.336 4.126 1.076 -0.003 -0.002 -0.107 0.524
C 3.218 1.288 -1.887 -0.053 0.223 0.239 -1.205
As 2.377 -0.468 -1.874 0.804 0.188 -0.195 1.308
C 4.046 -1.529 -2.046 -0.535 -0.039 0.363 -1.282
C 1.633 -0.433 -3.701 -0.153 0.064 0.176 -1.006
C 0.662 -1.546 -4.121 0.020 -0.204 0.145 2.180
C 1.237 -2.903 -3.694 -0.035 0.229 -0.010 -1.842
C -0.734 -1.389 -3.507 -0.035 0.128 0.261 -1.179
As -0.963 -1.566 -1.545 -0.511 -0.159 -0.866 1.686
C -2.864 -1.115 -1.495 0.104 0.130 0.206 -1.443
C -1.152 -3.502 -1.276 0.195 0.194 0.314 -1.351
C 0.534 -1.522 -5.655 0.044 0.186 -0.049 -2.095
As -0.349 -0.048 -6.713 -0.111 -0.185 0.137 0.300
C -0.398 1.579 -5.589 0.040 -0.150 -0.040 -0.934
C -2.241 -0.572 -6.465 0.062 0.092 -0.038 -1.057
H 3.914 1.401 -2.725 -0.173 -0.166 0.076 0.434
H 3.756 1.428 -0.946 -0.084 -0.112 -0.114 0.407
H 2.440 2.052 -1.945 0.028 -0.118 -0.048 0.289
H 4.489 -1.350 -3.027 -0.155 0.077 0.051 0.408
H 3.872 -2.594 -1.907 -0.042 0.040 -0.037 0.386
H 4.731 -1.184 -1.269 -0.095 0.007 -0.038 0.443
H 2.491 -0.424 -4.389 -0.055 0.004 0.236 0.693
H 1.139 0.538 -3.767 0.091 -0.015 0.041 -0.006
H 1.391 -2.901 -2.606 0.038 -0.223 -0.163 0.142
H 2.192 -3.089 -4.187 0.056 -0.055 0.046 0.402
H 0.548 -3.711 -3.947 0.034 -0.044 0.026 0.451
H -1.410 -2.117 -3.975 0.048 0.100 0.139 0.780
H -1.114 -0.390 -3.730 -0.065 -0.066 0.047 -0.321
H -3.411 -1.702 -2.239 0.185 0.067 0.085 0.487
H -3.005 -0.051 -1.688 0.056 -0.058 -0.017 0.333
H -3.252 -1.345 -0.501 0.050 0.020 -0.053 0.458
H -1.716 -3.966 -2.088 0.047 0.215 -0.027 0.432
H -1.694 -3.633 -0.338 0.063 0.024 -0.034 0.434
H -0.186 -3.993 -1.173 -0.012 0.065 -0.025 0.373
H 0.000 -2.422 -5.979 -0.071 0.072 -0.032 0.523
H 1.540 -1.611 -6.082 -0.085 0.048 0.011 0.525
H 0.588 2.037 -5.524 0.044 -0.036 -0.014 0.319
H -0.794 1.443 -4.586 0.005 -0.038 0.075 0.131
H -1.049 2.281 -6.109 -0.009 -0.033 -0.075 0.462
H -2.362 -1.640 -6.640 0.068 -0.043 -0.012 0.313
H -2.847 -0.048 -7.204 0.050 0.041 -0.040 0.418
H -2.627 -0.325 -5.480 0.034 -0.002 0.110 0.247
C 3.922 -2.967 8.273 -0.009 -0.693 0.071 -1.009
C 5.120 -2.301 7.701 0.087 0.872 -0.205 0.692
O 6.094 -2.796 7.224 -0.215 -0.257 0.204 -0.515
S 4.938 -0.446 7.754 0.269 0.042 0.181 -0.171
C 4.279 -0.244 6.123 -0.056 -0.032 -0.066 0.231
C 4.824 -0.918 5.032 0.064 0.151 0.204 -0.516
C 4.268 -0.749 3.784 -0.359 0.180 -0.082 -0.574
C 3.143 0.071 3.610 0.512 -0.205 0.907 0.535
C 2.632 0.777 4.708 0.122 -0.126 -0.433 -0.599
C 3.200 0.624 5.951 0.282 -0.226 0.174 -0.606
C 2.509 0.120 2.361 -0.752 0.305 -2.097 0.371
C 1.970 0.128 1.261 0.376 0.646 0.915 -1.236
H 4.084 -4.044 8.315 -0.070 -0.031 0.032 0.318
H 3.059 -2.750 7.640 0.042 0.078 0.006 0.300
H 3.713 -2.567 9.264 0.001 0.015 -0.012 0.341
H 5.677 -1.568 5.163 0.035 0.040 0.014 0.437
H 4.686 -1.256 2.927 -0.043 -0.073 -0.032 0.450
H 1.780 1.425 4.564 -0.058 0.008 0.007 0.438
H 2.807 1.154 6.803 -0.085 0.027 0.117 0.424
```
Forces are in eV/Å.

---

No. 2
# C28H37CaN7OPS2

A molecular structure, C28H37CaN7OPS2 (wB97M-V/def2-TZVPD, OMol25).

Values from the calculation:
LUMO level = 0.0776 Ha
HOMO-LUMO gap = 5.50 eV
total charge = -1
HOMO energy = -3.39 eV

Structure (XYZ):
```
77
Properties=species:S:1:pos:R:3:forces:R:3:mulliken_charge:R:1
Ca -19.277 -7.260 -0.682 0.068 -0.425 0.163 1.016
S -21.319 -7.405 1.407 -0.087 0.886 -0.171 -0.443
C -20.879 -9.055 1.537 -0.159 0.796 -0.357 1.080
S -19.540 -9.598 0.662 0.861 -0.987 -0.336 -0.384
C -21.608 -9.900 2.330 -1.085 -0.459 1.748 0.134
C -22.743 -9.474 3.129 1.479 -0.291 -1.428 -0.098
N -23.670 -9.198 3.738 -0.992 0.315 0.799 -0.669
C -21.164 -11.195 2.705 0.038 -0.772 -0.278 0.025
N -20.870 -12.263 3.044 0.021 0.418 -0.067 -0.712
N -14.224 -10.838 -3.789 1.307 0.883 0.217 -0.529
C -15.156 -10.207 -2.995 0.128 0.446 -0.369 0.980
C -16.443 -10.719 -2.930 0.816 -1.859 -0.718 -0.864
C -17.376 -10.100 -2.203 -2.130 0.880 1.350 -0.502
N -17.164 -8.991 -1.500 -0.282 0.246 -0.098 0.388
C -15.945 -8.476 -1.582 -0.736 0.541 0.958 -0.443
C -14.920 -8.990 -2.323 0.546 -0.901 -0.615 -0.689
H -14.353 -11.779 -4.084 -0.397 -0.436 0.019 0.214
H -13.245 -10.596 -3.656 -0.546 -0.046 -0.023 0.212
H -16.706 -11.700 -3.335 0.288 0.370 -0.259 0.250
H -18.394 -10.488 -2.121 0.298 -0.091 -0.059 0.377
H -15.852 -7.619 -0.929 0.501 0.356 -0.197 0.201
H -13.968 -8.476 -2.362 0.082 -0.135 -0.008 0.367
C -19.249 -6.967 -3.252 0.934 0.064 -0.735 -1.082
C -20.591 -7.316 -2.965 -0.640 0.659 0.219 -0.235
C -20.943 -8.622 -2.538 -0.489 0.530 -0.243 0.390
C -22.184 -8.895 -1.945 1.245 -0.327 0.065 -0.202
C -23.105 -7.877 -1.705 0.334 -0.999 -0.366 -0.493
C -22.815 -6.599 -2.178 0.216 0.067 -0.377 -0.422
C -21.616 -6.316 -2.810 0.182 -0.244 0.118 -0.496
H -19.063 -6.008 -3.791 -0.088 -0.850 0.387 0.232
H -18.594 -7.834 -3.522 -0.402 0.913 0.017 0.151
H -20.200 -9.390 -2.727 -0.221 -0.210 0.205 0.168
H -22.258 -9.942 -1.602 -0.636 0.732 -0.027 0.240
H -24.000 -8.147 -1.186 -0.467 0.278 0.214 0.388
H -23.532 -5.792 -2.086 -0.116 -0.034 0.168 0.367
H -21.419 -5.300 -3.171 -0.020 -0.332 0.142 0.289
O -17.633 -6.328 0.625 -0.273 0.156 0.336 -1.775
P -17.207 -6.285 2.066 -0.549 -0.295 0.097 0.254
N -17.898 -4.996 2.843 0.985 -0.247 0.460 0.521
C -19.101 -4.243 2.494 0.647 0.477 0.110 -0.244
C -19.598 -3.776 3.842 -0.115 0.088 0.426 -0.747
C -18.294 -3.433 4.563 -0.398 -0.209 0.918 -0.798
C -17.302 -4.534 4.140 -0.992 1.632 -1.987 -0.211
N -15.565 -6.080 2.028 -0.660 -0.038 0.018 0.387
C -14.584 -6.373 3.069 0.839 0.253 0.261 -0.560
C -13.679 -5.127 3.010 -0.376 -0.099 0.905 -0.577
C -13.641 -4.835 1.532 0.103 -0.965 -0.341 -0.718
C -15.123 -5.008 1.100 1.112 -0.683 0.004 -0.506
N -17.460 -7.590 3.035 0.627 0.641 0.227 0.707
C -16.831 -8.875 2.760 0.031 -1.106 -0.200 -0.034
C -17.278 -9.786 3.913 0.347 -0.134 0.765 -0.909
C -18.679 -9.259 4.304 0.927 0.764 -1.744 0.095
C -18.558 -7.746 4.014 -0.637 0.070 -0.034 -0.475
H -19.799 -4.875 1.994 -0.546 -0.423 -0.529 0.013
H -18.850 -3.357 1.879 -0.119 -0.379 -0.004 0.257
H -20.123 -4.576 4.360 -0.057 -0.142 -0.051 0.252
H -20.273 -2.920 3.767 0.058 -0.056 0.004 0.428
H -18.414 -3.292 5.653 0.075 -0.446 -0.373 0.368
H -17.996 -2.463 4.215 0.577 0.492 -0.409 0.366
H -17.193 -5.333 4.792 -0.171 -1.528 1.496 0.453
H -16.308 -4.130 3.998 0.310 0.244 -0.224 -0.264
H -13.936 -7.206 2.733 -0.409 -0.050 0.309 0.433
H -14.965 -6.614 4.103 -0.045 0.320 -1.253 0.170
H -12.703 -5.315 3.466 -0.049 0.086 -0.102 0.407
H -14.155 -4.279 3.529 0.146 -0.256 0.009 0.222
H -12.994 -5.615 1.065 -0.625 0.409 0.018 0.277
H -13.160 -3.902 1.331 -0.064 0.818 -0.368 0.421
H -15.222 -5.304 0.046 0.059 -0.132 0.338 0.078
H -15.753 -4.130 1.214 0.101 0.422 0.243 0.345
H -15.731 -8.897 2.616 -0.477 0.560 0.341 0.353
H -17.265 -9.275 1.847 0.008 -0.107 -0.233 -0.279
H -16.577 -9.711 4.778 -0.338 -0.025 -0.531 0.281
H -17.296 -10.832 3.568 -0.063 0.339 0.255 0.454
H -19.039 -9.462 5.293 0.060 -0.169 0.519 0.470
H -19.361 -9.659 3.580 -0.500 -0.350 -0.152 -0.619
H -18.347 -7.257 4.949 0.514 0.534 0.485 0.314
H -19.478 -7.278 3.638 0.085 -0.446 -0.068 0.184
```
Forces are in eV/Å.

---

No. 3
# C28H37N2O4PtS3SiTe

A molecular structure, C28H37N2O4PtS3SiTe (wB97M-V/def2-TZVPD, OMol25).

Values from the calculation:
expectation value of S² = 8.78
spin multiplicity = 6
LUMO level (spin up / spin down) = 0.0021 / -0.1076 Ha
HOMO-LUMO gap (spin up / spin down) = 6.72 / 4.99 eV
relative energy (zero: lowest compared OMol25 entry of this formula, charge and spin) = 0.0 kcal/mol
total charge = 0
HOMO energy (spin up / spin down) = -6.66 / -7.92 eV

Structure (XYZ):
```
77
Properties=species:S:1:pos:R:3:forces:R:3:mulliken_charge:R:1
Pt 8.169 15.079 9.085 1.155 -1.004 0.747 0.849
C 5.040 11.054 11.749 -0.214 -2.153 0.256 -0.884
Si 6.531 11.055 12.795 0.689 1.657 0.878 0.112
C 7.440 9.470 12.711 -1.371 -0.934 -0.054 -1.151
C 6.121 11.424 14.618 0.326 1.454 -0.264 -1.050
C 7.738 12.434 12.309 0.362 -0.557 1.388 0.457
C 8.796 12.718 13.211 -0.254 0.354 -1.441 -0.222
C 9.748 13.676 12.878 1.048 0.322 1.878 -1.047
C 9.696 14.285 11.679 -1.415 -0.232 -1.783 -0.438
N 8.634 14.074 10.871 1.354 0.572 0.464 -0.497
C 7.679 13.209 11.157 -1.117 0.284 -0.706 0.731
S 6.437 13.353 9.873 0.457 -0.581 0.440 -0.468
H 4.442 10.165 12.159 0.234 1.455 -0.486 0.304
H 5.434 10.673 10.788 -0.631 0.721 -0.022 0.295
H 4.535 12.020 11.749 -0.210 -0.412 -0.363 0.247
H 6.893 8.865 13.434 -0.347 -0.556 -0.163 0.328
H 8.396 9.449 13.134 1.742 0.415 0.368 0.455
H 7.452 8.959 11.747 -0.047 0.091 0.052 0.320
H 5.357 10.725 14.909 -0.627 -0.093 0.337 0.397
H 5.795 12.531 14.813 0.555 -2.141 -0.336 0.234
H 7.000 11.172 15.233 -0.218 0.342 -0.052 0.309
H 9.012 12.190 14.123 -0.631 -0.341 0.292 0.308
H 10.523 14.023 13.591 -0.381 -0.731 -0.515 0.357
H 10.439 14.857 11.187 0.806 0.876 0.223 0.631
C 8.088 16.134 5.418 0.550 1.650 -0.233 -1.101
C 8.038 16.848 6.750 0.131 -0.863 2.881 0.270
O 8.739 17.853 6.985 -0.882 -0.540 -0.682 -0.540
N 7.384 16.251 7.855 -0.418 2.189 -3.315 -0.078
Te 9.666 19.369 9.235 0.820 -0.101 0.441 1.006
C 10.910 20.259 10.794 -0.265 -0.320 0.270 -0.467
C 10.341 21.143 11.693 -0.531 0.784 -0.063 1.412
C 8.913 21.509 11.472 -1.214 1.699 0.705 -1.592
C 11.122 21.789 12.653 0.320 -1.077 0.194 -1.201
C 12.475 21.456 12.827 -0.164 0.023 -0.406 0.861
C 13.287 22.190 13.867 1.259 -1.011 -0.454 -1.508
C 13.012 20.470 11.990 -0.187 0.958 0.458 -1.307
C 12.233 19.911 10.980 0.941 -1.786 -0.710 1.561
C 12.829 18.809 10.110 2.743 1.801 0.987 -1.563
C 8.086 18.558 10.343 2.181 0.027 0.884 0.085
C 8.277 17.796 11.499 -0.470 -0.032 0.389 1.460
C 9.460 17.886 12.352 2.679 -1.263 1.334 -1.633
C 7.229 16.984 11.934 1.417 -0.697 0.687 -0.650
C 5.986 17.097 11.377 -1.719 -1.104 0.225 0.543
C 4.893 16.074 11.743 2.581 -0.210 0.972 -1.226
C 5.785 18.107 10.482 -2.120 0.321 -1.005 -1.002
C 6.849 18.759 9.875 -2.786 0.566 -1.285 1.349
C 6.478 19.603 8.696 0.044 0.059 -0.644 -1.875
H 7.296 15.407 5.185 0.472 0.367 0.253 0.303
H 9.118 15.736 5.417 -0.509 -0.415 -0.076 0.262
H 8.175 16.988 4.703 -0.453 -0.874 0.070 0.342
H 8.847 21.946 10.454 -0.288 -0.295 0.360 0.347
H 8.581 22.349 12.159 0.415 -0.985 -0.661 0.394
H 8.166 20.697 11.578 0.633 0.380 -0.067 0.297
H 10.649 22.421 13.389 -0.130 0.395 -0.135 0.384
H 12.821 23.119 14.072 -0.244 0.930 0.426 0.411
H 14.361 22.338 13.631 -0.684 0.240 -0.701 0.368
H 13.447 21.628 14.774 -0.734 -0.356 0.584 0.310
H 14.064 20.220 12.157 -0.370 -0.251 -0.400 0.374
H 13.763 18.429 10.623 -0.839 0.466 -0.723 0.342
H 13.136 19.249 9.142 -0.211 -0.523 0.266 0.352
H 12.229 17.966 10.006 -1.365 -1.339 -0.459 0.122
H 10.444 17.646 11.885 -0.622 0.662 -0.287 0.077
H 9.420 17.036 13.030 -0.255 -0.125 0.371 0.476
H 9.628 18.747 13.048 -0.572 -0.236 -1.042 0.260
H 7.403 16.189 12.708 -0.027 1.046 -0.616 0.113
H 3.916 16.431 11.489 -0.535 -0.145 -0.246 0.442
H 5.007 15.940 12.856 -0.549 -0.104 -1.000 0.325
H 5.231 15.098 11.251 -0.967 1.232 0.503 0.058
H 4.721 18.332 10.136 1.635 -0.418 0.329 0.138
H 5.379 19.743 8.702 0.763 0.039 -0.322 0.432
H 6.827 19.119 7.762 -0.476 0.044 0.391 0.247
H 6.980 20.570 8.687 -0.128 0.265 0.221 0.325
O 10.445 16.284 9.183 0.169 0.587 -0.424 -0.450
S 11.297 15.448 8.283 0.106 0.715 0.367 1.172
O 11.802 16.044 7.074 -1.062 0.249 -0.206 -0.631
O 12.337 14.808 9.025 0.163 -1.082 0.735 -0.610
S 9.775 14.017 7.799 0.488 -0.349 -0.277 -0.363
```
Forces are in eV/Å.

---

Going through the records in order, we get electronic energy values of -8736.0819; -3363.2496; -3370.8191 a.u..